(1)
96
Properties=species:S:1:pos:R:3 method="wB97M-V/def2-TZVPD" total_energy_ev=-165376.16487 lumo_ev=-1.0 smiles="C#CCc1ccc2c(c1)C(=O)C=C(CCCCCCCCCCC)C2=O.ClCCCl.ClCCCl.ClCCCl.ClCCCl.ClCCCl" mol_weight_g_mol=845.30
Cl -4.5683 5.5670 2.6179
Cl -6.5217 1.0595 0.4855
Cl 6.2223 -1.9221 7.1854
Cl -1.5194 5.9596 4.1032
Cl -1.0290 6.6838 -0.3508
Cl 0.3857 4.3438 1.6993
Cl 0.8757 -2.1424 1.0777
Cl -0.4268 -5.1815 1.9316
Cl -6.9103 -0.9303 -2.2625
Cl 4.6967 -0.3620 4.5577
O 1.7432 -3.3660 -4.5767
O 5.9088 -3.9669 -1.4528
C -2.8922 -1.7403 -2.8716
C -2.1284 -0.2300 -0.7872
C -3.3640 -0.9888 -1.5086
C 4.2874 -2.0564 -2.0226
C -2.4816 -3.2878 -2.6710
C -1.0012 -3.5144 -2.0479
C 5.2170 1.5085 1.5301
C -0.4167 6.9372 1.3038
C -0.7199 2.2139 -3.3869
C 0.7967 6.0753 1.6032
C 5.2816 1.9491 -1.3869
C 3.2262 0.8504 -2.9150
C 6.2211 0.1133 5.3496
C -1.8316 2.6883 -2.2711
C 5.0479 -0.7745 -1.5224
C 4.6942 -3.5858 -1.6201
C 4.4766 0.6514 -1.9809
C 2.4708 -0.4435 -3.4129
C 2.2407 -4.3979 -2.2710
C -0.3945 -4.8748 -2.7144
C -7.9437 0.0689 0.0714
C 2.9992 -1.8571 -2.9614
C 2.2433 -3.2308 -3.4140
C -2.4811 1.2316 -0.1920
C -2.8079 4.8272 4.5847
C 0.1920 -3.9301 3.0393
C -1.3764 2.3024 -0.7602
C 0.9705 -5.3812 -2.0157
C 3.4166 -4.5845 -1.4302
C -7.5582 -1.2203 -0.6287
C 5.3474 1.7151 0.2265
C -3.5811 4.3010 3.3903
C 7.0165 -1.0868 5.8270
C -0.0820 -2.5282 2.5289
H 4.7504 2.9302 -1.6689
H -2.0534 -1.0864 -3.3496
H 0.8031 -5.3792 -0.8586
H -8.6123 0.6758 -0.5428
H -0.2924 -2.6016 -2.2135
H -8.4391 -1.8557 -0.7467
H -1.2803 -0.1182 -1.5772
H -0.3440 1.1532 -3.0787
H -0.3127 -4.6771 -3.8439
H -2.0731 3.8203 -2.3827
H 6.3444 1.8992 -1.8477
H 1.5272 -0.4069 -4.0750
H -1.7875 -0.8950 0.0926
H -8.4557 -0.1574 1.0095
H -4.2694 3.5157 3.7116
H -0.3457 1.7559 -0.8015
H -2.3227 3.9993 5.1068
H -3.8082 -1.6793 -3.5957
H -1.2341 6.7389 2.0015
H 6.8005 0.6714 4.6100
H -3.4614 5.3394 5.2940
H 1.5735 6.1977 0.8455
H -3.2868 -3.7945 -2.0208
H -2.7802 2.0560 -2.5208
H 7.9969 -0.7634 6.1841
H -3.5336 1.6199 -0.4464
H -1.2333 3.2043 -0.0630
H -1.1376 -2.3875 2.2859
H 0.1618 2.9619 -3.4156
H -2.3865 1.2543 0.9717
H -4.1349 -0.1630 -1.8046
H -2.9151 3.8811 2.6331
H -2.5290 -3.7802 -3.7262
H 1.2385 -6.4885 -2.2696
H 1.2604 -4.1039 3.1838
H -1.1626 -5.7480 -2.5989
H 1.2194 6.3533 2.5718
H -1.1521 -3.7384 -0.9118
H -0.3096 -4.0804 3.9980
H 5.9792 0.7890 6.1725
H -6.8100 -1.7780 -0.0613
H 2.8446 1.9028 -3.2329
H -0.1500 7.9938 1.3839
H 0.1921 -1.7959 3.2920
H 5.0761 1.0617 2.5938
H -3.9119 -1.6746 -0.7619
H 3.4726 -5.4217 -0.6261
H 5.9538 -0.8955 -0.8204
H 7.1693 -1.8128 5.0256
H -1.2222 2.1248 -4.4256



(2)
108
Properties=species:S:1:pos:R:3 method="wB97M-V/def2-TZVPD" total_energy_ev=-130598.15201 lumo_ev=-1.8 mol_weight_g_mol=1129.05
I 3.6301 -3.2033 -0.6803
I 5.0915 -1.6817 -2.6933
Cl 3.2447 0.5410 -0.4712
S -0.9074 -4.1507 -2.5085
P -0.4096 -1.7419 -4.2227
P 0.7991 2.1209 -0.9244
F -1.7292 0.6325 -2.4995
O 3.6752 2.1986 -9.0323
O -4.8935 0.6797 1.5003
O 0.7734 -0.5015 -1.3439
O 5.0461 0.7827 -10.9428
O -1.9516 -1.1585 -4.8854
O -0.6483 3.8741 6.1573
O 4.0731 -1.4550 4.3266
O -2.4146 4.5030 11.4539
O -6.1354 -0.5402 3.1843
O -1.9121 -1.8162 -1.9921
O 0.0647 3.5121 10.8181
O 2.0592 -1.9849 -7.5323
O -0.8503 -2.7086 0.5724
O -3.0925 4.9479 6.7953
O 3.5000 -3.4063 -9.3862
N 1.7940 -0.7581 3.5242
N -0.0995 -3.2211 -5.2387
C -5.4412 0.0277 0.2970
C 2.2914 -0.2629 2.1498
C 2.7564 -1.3308 -8.3006
C -6.8154 1.9733 2.8598
C 4.3755 0.1268 -10.1535
C -5.9480 0.6187 2.5263
C -2.0137 4.3783 10.1364
C 1.0239 0.2695 1.1916
C 2.9203 -2.1593 -4.7261
C -2.8162 4.7445 9.1352
C -0.8811 -2.9665 2.0047
C 4.3138 -1.3422 -10.2072
C 2.5976 -3.4523 3.7359
C 0.4807 -2.7769 -0.0317
C 2.8367 0.1364 -8.2313
C 3.5926 0.8196 -9.0930
C 2.1421 3.3911 -0.4369
C -1.0380 4.0246 7.4755
C -2.3840 4.6063 7.7356
C 2.8419 -1.8329 3.8857
C 1.9116 0.3114 4.5802
C -0.6292 -2.2525 -2.3677
C 2.0625 -2.5311 -2.1208
C 3.5605 -2.0254 -9.3432
C 1.3642 0.3126 -0.3968
C -0.2342 3.6618 8.4770
C 2.8938 -1.5837 -3.1516
C -2.3054 -0.4927 -1.7594
C 0.4512 1.0895 4.8137
C -3.9614 -0.3983 -1.9939
C 0.7039 -1.9014 -1.4139
C -0.8702 2.5931 -0.1650
C -4.6927 0.7099 -1.0346
C -0.6573 3.8226 9.8766
H 2.8029 1.0569 4.4515
H 2.8156 -1.2297 1.6828
H -1.4007 4.2096 5.6229
H -2.1759 -0.2451 -0.5967
H -6.7173 2.1958 4.0081
H -6.3755 2.8870 2.2471
H 0.7164 -3.9391 -0.1650
H 0.2365 -4.8392 -2.0889
H 1.6254 4.4653 -0.3990
H 1.5228 -3.8043 4.1170
H 3.9769 -2.1054 -5.2187
H -0.6845 3.1950 0.8487
H 3.0911 0.5652 2.3514
H -4.0099 1.6220 -0.7488
H 0.3402 2.0520 4.1459
H 4.9016 -1.8342 -10.9715
H 2.2270 -1.4222 -5.3603
H 2.5604 3.1950 0.6477
H -4.2292 -0.3229 -3.1301
H 0.4613 1.4252 5.9558
H -1.7022 -3.8089 2.2027
H 2.5410 -3.2812 -4.7847
H -7.9251 1.7927 2.5134
H 2.1122 -0.2544 5.6125
H -1.3150 -2.0077 2.5696
H 0.0510 -0.3942 1.3598
H -3.8037 5.1520 9.3097
H -1.0692 -3.5383 -5.5103
H 2.8888 -3.6633 -8.6618
H -1.4142 3.3714 -0.8827
H 3.4009 -4.1122 4.3061
H -5.2874 -1.1348 0.3503
H 0.1040 -3.3516 2.4955
H 2.9623 3.3803 -1.2772
H -6.6128 0.2084 0.2341
H 2.5811 -0.4621 -3.2040
H -1.5892 1.7170 0.1168
H 2.5898 -3.6953 2.5677
H -0.4400 0.3204 4.6420
H -1.6598 4.1730 11.9886
H -4.3598 -1.4656 -1.6368
H -5.5935 1.1577 -1.6764
H 1.2052 -2.4516 0.8574
H -2.6636 -1.8619 -4.7242
H 2.2608 0.6273 -7.4569
H 0.7474 3.2398 8.3022
H 4.2817 2.4559 -9.7605
H 0.7509 1.3241 1.6814
H 0.2824 -2.8015 -6.1333
H 1.8511 -3.5351 -2.7331



(3)
87
Properties=species:S:1:pos:R:3 method="wB97M-V/def2-TZVPD" total_energy_ev=-80434.52216 e_above_lowest_kj_mol=518.4 spin_multiplicity=5 lumo_ev="-2.7 / -2.6" total_charge=+1 mol_weight_g_mol=685.65
Ho 0.0541 -0.2765 0.6393
P 2.3017 0.8060 -0.2200
P -1.6207 -0.7040 -1.1862
C 3.5568 0.1187 -1.3140
C 1.3278 -0.5569 4.4155
C -0.4813 0.7846 -1.6821
C -3.3213 -0.5072 -1.6256
C 0.7673 -1.5099 -5.1747
C -1.5527 -0.9080 -4.3044
C -1.4227 2.3050 5.9506
C -1.5894 2.1275 1.1174
C -1.6593 3.6176 3.4744
C 3.1742 -1.6740 2.1858
C -1.4305 0.4329 -4.3165
C -1.6359 -1.6612 3.9010
C -1.8529 4.2659 2.2244
C -0.4533 -1.8460 3.0265
C -1.5689 -3.4969 1.4091
C -1.7995 3.6644 5.9125
C 3.0674 2.2476 0.5441
C -0.5221 1.1817 -5.2198
C -1.2755 2.2034 3.4864
C 1.3167 -0.8806 -3.9422
C 1.5381 0.4498 -3.8354
C -0.7507 -1.8292 -5.1630
C 1.4980 -3.7090 0.4539
C -0.6416 -2.1349 -1.7585
C 0.7723 1.5721 -1.1069
C -1.1069 1.5067 2.2437
C 0.8830 1.5224 -4.6292
C 1.7021 -1.8488 2.2263
C -0.4228 -2.6707 1.8698
C -1.8218 3.5397 1.0524
C -1.1725 1.6202 4.7728
C -1.8993 4.3090 4.6834
C 0.8568 -1.3448 3.2522
C 0.9254 -2.7160 1.3962
H -1.3535 -4.0146 0.4753
H 0.9958 -0.9162 -6.0651
H 0.7256 -4.1935 -0.1514
H 3.7067 1.9011 1.3678
H -1.3376 1.7926 6.9167
H -2.1505 -0.7252 3.6601
H 1.2942 -2.4551 -5.3376
H -2.1844 5.3638 4.6286
H -3.7112 0.3608 -1.0639
H 4.3389 -0.3505 -0.7033
H -2.4645 -2.8780 1.2518
H 2.2383 -3.2505 -0.2160
H 3.1513 -0.6610 -1.9697
H -1.0079 2.1406 -5.4432
H -2.0049 4.2066 6.8316
H -2.1525 1.0516 -3.7727
H -1.1751 1.5655 -2.0249
H -2.3641 -2.4738 3.7782
H 0.4188 2.4320 -0.5078
H 1.5483 1.7792 -5.4753
H 3.6583 -2.1566 3.0524
H -3.4381 -0.3548 -2.6967
H 1.2086 0.5171 4.2249
H -2.0569 5.3448 2.2244
H -1.8402 -4.2585 2.1582
H 3.4443 -0.6086 2.2173
H -1.1348 -1.7682 -6.1997
H -0.4077 0.6877 -6.1932
H 4.0018 0.9097 -1.9262
H -1.2095 -3.0562 -1.5723
H 3.6729 2.7801 -0.1967
H -3.8375 -1.4182 -1.2683
H 2.0233 -4.5053 1.0114
H -0.8985 0.5652 4.8158
H -1.8123 1.5406 0.2213
H -0.4899 -2.0277 -2.8352
H 0.7663 -0.7971 5.3295
H 2.3900 -0.7383 4.6183
H 2.4134 0.7950 -3.3053
H -0.8961 -2.8756 -4.8579
H 0.3690 -2.2505 -1.3209
H -1.3610 -1.6216 4.9605
H 1.2732 2.0029 -1.9856
H -1.9987 4.0117 0.0823
H 0.7830 2.4532 -4.0373
H -0.1167 0.3017 -2.5926
H -2.4401 -1.3834 -3.8817
H 3.6036 -2.1089 1.2791
H 1.7729 -1.5743 -3.2271
H 2.3057 2.9184 0.9628



(4)
100
Properties=species:S:1:pos:R:3 method="wB97M-V/def2-TZVPD" total_energy_ev=-85579.08371 lumo_ev=-1.2 smiles="C#CCc1c(CCCOC)c(B(C)O)c2c(c1B(O)N(C)C)C(=O)C([PH2]=S)=C(CC(=O)I)C2=O.C1CCOC1.C1CCOC1.C1CCOC1" mol_weight_g_mol=829.35
I -6.7800 -4.1468 0.5417
S -4.9462 -1.8376 -2.5502
P -4.9640 -0.9313 -0.8318
O 0.3820 -1.8799 -5.2103
O -2.1520 -3.8383 5.8845
O -0.3879 1.4535 4.9414
O 3.2563 4.3512 3.2801
O -7.9769 -2.7654 2.8180
O 0.8119 -0.2638 -0.2631
O -2.2805 -2.5323 -0.7503
O 2.0064 1.6469 -9.1957
O -4.2965 -3.3410 3.6105
N 0.6484 -2.6292 -0.8142
C -4.0751 -1.7027 0.5578
C 2.9090 2.7173 -9.4838
C 2.1326 3.7182 -10.3290
C 2.6349 5.0097 4.3884
C 4.6698 4.2789 3.4876
C 0.9131 -0.4489 5.6391
C -0.2896 -1.9199 3.9070
C -1.7360 1.7348 4.6115
C 2.0360 1.3917 2.3803
C -0.4051 -1.7395 1.4641
C -3.7815 -2.6124 2.7895
C 0.3548 -2.2080 -2.2093
C 2.0781 -2.9932 -0.7503
C -2.3467 -2.3106 2.7557
C 1.4522 -0.6642 -6.9359
C -0.2470 0.4850 5.9671
C -2.6394 -2.1391 0.3260
C 0.2376 -0.7105 -6.0181
C -3.4147 -1.6086 5.9709
C 1.7706 -1.2580 2.5871
C 1.9265 0.1927 2.4409
C 1.4209 -2.7044 -5.7357
C 0.6734 2.0328 -9.5424
C 1.7507 -2.1513 -7.1166
C 0.3092 -1.6558 2.6683
C 0.4999 -1.8527 5.1898
C 0.7135 3.5336 -9.7966
C -1.7522 -2.0622 1.5267
C 4.9764 5.2053 4.6564
C 3.6936 5.0998 5.4787
C -6.0040 -1.5974 2.2421
C -4.6203 -1.9234 1.7577
C -1.6414 -2.2602 3.9497
C -7.0366 -2.7082 2.1101
B -2.4020 -2.6139 5.3030
B 0.3634 -1.4999 0.0788
H 3.5323 5.9396 6.1525
H 1.2062 -1.7123 -2.6778
H -1.1766 -0.0658 6.1351
H -2.1789 0.8791 4.0915
H -1.7277 2.5975 3.9528
H 1.5457 0.0646 4.9194
H -3.0081 -1.1852 6.8944
H 2.7755 -2.3599 -7.4204
H 0.1594 0.1625 -5.3680
H 2.1772 3.4379 -11.3835
H 0.1415 -3.1032 -2.7925
H -0.0005 1.7575 -8.7295
H 5.1117 6.2295 4.3024
H 2.3100 6.0044 4.0658
H -0.0619 3.8641 -10.4856
H 4.9361 3.2426 3.7216
H -0.0325 -2.3352 6.0072
H -6.2715 -0.8153 -0.3476
H -2.0084 -3.7454 6.8310
H 0.5915 4.0793 -8.8585
H 3.7036 4.1830 6.0722
H 1.0796 -2.5796 -7.8645
H 1.4137 -2.4367 5.0594
H -0.0261 1.0161 6.8986
H 0.3728 1.4850 -10.4419
H 2.2988 -1.5170 3.5040
H 1.0759 -3.7390 -5.7598
H 2.2886 -2.6444 -5.0671
H 1.2648 -0.1365 -7.8638
H 2.7310 -2.1121 -0.7774
H 1.5153 -0.5750 6.5413
H -0.6914 -0.7982 -6.5934
H 0.5041 0.4281 0.3323
H 3.2341 3.1648 -8.5384
H 2.2790 -3.5760 0.1486
H -3.6775 -0.7704 5.3242
H -0.5308 -1.5842 -2.2637
H 2.3118 -3.6053 -1.6193
H -5.9549 -1.3720 3.3047
H -4.4361 0.3669 -0.9141
H 2.2879 -0.1729 -6.4327
H 2.2819 -1.8004 1.7909
H -6.3859 -0.7161 1.7315
H 5.1787 4.5669 2.5678
H 1.7559 4.4397 4.6935
H 2.1447 2.4193 2.6522
H 2.5107 4.7345 -10.2306
H 3.7844 2.3155 -9.9946
H -4.3344 -2.1261 6.2430
H 5.8727 4.9118 5.2002
H -2.3193 1.9529 5.5092



(5)
91
Properties=species:S:1:pos:R:3 method="wB97M-V/def2-TZVPD" total_energy_ev=-156082.16467 spin_multiplicity=5 lumo_ev="-7.7 / -7.8" total_charge=+2 mol_weight_g_mol=681.64
Br 1.9910 1.5142 2.2324
Cr 0.8605 -1.8919 -2.8989
P 2.2409 -0.1699 -3.3199
P -2.2931 1.4378 -0.7406
N 2.1715 0.6838 5.1821
N -1.7504 -7.3189 -2.3158
C -1.8185 3.3743 3.5648
C 2.0396 -1.2490 1.4994
C -0.8426 -5.4332 -3.4804
C 0.2499 -2.0134 0.0275
C -1.4642 1.4276 4.9734
C -1.7283 -6.6223 -1.1794
C -0.1470 1.3241 4.4833
C -1.4054 3.0599 -0.7513
C 0.7357 0.2347 5.0146
C 2.3058 1.8826 6.0543
C -4.8372 2.8083 -0.7559
C -0.7633 -4.6834 -2.2891
C -2.2836 2.4635 4.5181
C 0.0395 -2.4359 -1.2982
C 1.5469 -2.1895 0.6006
C 3.0011 -2.8456 -3.3310
C -1.6693 3.9914 -1.9305
C -0.2160 -3.3521 -2.2702
C 0.5774 0.6113 -3.5242
C 2.9864 -0.4473 5.7018
C -2.7823 1.0834 -2.5051
C 4.4233 0.9638 -2.0484
C -3.9060 1.8861 0.0165
C 0.2261 2.1732 3.4747
C 2.9682 -1.6440 -2.3939
C -1.3168 -6.7488 -3.4389
C -0.5388 3.1952 2.9939
C 1.2150 -0.1731 1.8572
C 0.8182 1.9557 -4.2583
C -1.2203 -5.3182 -1.1092
C -3.1647 -0.3854 -2.6443
C -0.6504 -1.1410 0.6805
C -0.1687 -0.2786 1.6547
C 2.9074 1.0079 -2.0320
H -1.3419 -7.3475 -4.3515
H -0.0680 -0.0815 -4.1152
H 1.8411 2.7461 5.5729
H 1.8223 1.6659 7.0145
H -0.1094 2.5103 -4.4221
H 3.3771 2.0711 6.2123
H 4.8261 1.4529 -2.9449
H -1.6646 3.5478 0.2029
H 1.4916 2.6097 -3.6933
H -2.4430 4.2194 3.2694
H -5.8167 2.8048 -0.2680
H 1.9857 -3.3381 -3.2697
H 3.9736 -1.4018 -2.0397
H 4.7975 -0.0641 -2.0561
H 2.5523 2.0341 -2.1819
H 2.4764 0.6255 -1.0971
H -4.4003 0.9249 0.2194
H 4.0273 -0.1272 5.8352
H -3.6294 1.7266 -2.7717
H -4.4860 3.8430 -0.7659
H 2.9321 -1.2886 4.9988
H -0.5232 -4.9997 -4.4234
H 2.5585 -0.7463 6.6702
H -1.1652 4.9488 -1.7462
H -1.2705 3.5912 -2.8706
H 4.8307 1.4400 -1.1504
H 3.0628 -1.3160 1.8590
H 3.1678 -2.5466 -4.3707
H -2.7367 4.2040 -2.0656
H 3.7962 -3.5403 -3.0336
H -4.0533 -0.6353 -2.0539
H -1.1842 -4.8395 -0.1394
H -0.3331 2.8050 -0.6882
H 2.3487 -1.8225 -1.4880
H 1.2923 1.7952 -5.2325
H -0.8546 0.3576 2.2017
H -1.9448 1.3387 -3.1719
H -5.0059 2.4930 -1.7876
H -0.1915 3.8644 2.2162
H 0.4028 -0.1010 6.0055
H -3.3031 2.5411 4.9171
H 2.4998 0.9365 4.2162
H -1.6764 -1.0385 0.3270
H -3.6489 2.3279 0.9900
H -2.3539 -1.0478 -2.3085
H -3.3747 -0.6179 -3.6945
H -2.1200 -7.1336 -0.2917
H 0.1517 0.7937 -2.5245
H 0.7554 -0.6379 4.3411
H -1.8163 0.6952 5.7074
H 2.2081 -2.9797 0.2276